Entry 1:
C2HClFN3 as an isolated structure at a distorted geometry. Source: the Open Molecules 2025 dataset; level of theory: ωB97M-V with the def2-TZVPD basis set.

Results
**Energy relative to the best compared isomer or geometry (same formula, charge and spin)**: 82.7 kcal per mole
**Frontier orbital gap**: 10.51 eV
**E_tot**: -800.957210 Eh
**Maximum force**: 3.8 eV/Å
**Molecular weight**: 121.50 u

Each line ends with the Löwdin charge.
CARTESIAN COORDINATES (ANGSTROEM)
C (1.093, -0.025, 1.721)  -0.93
C (0.512, -0.259, -0.403)  -0.42
N (0.348, -1.061, 1.865)  0.19
N (1.635, -0.038, 0.464)  0.01
N (1.032, -1.393, 0.218)  0.17
F (0.882, -0.105, -1.692)  0.05
Cl (1.540, 1.236, 2.795)  0.72
H (-0.583, 0.155, -0.387)  0.20

Entry 2:
C11H18MgN2O as an isolated structure at a distorted geometry. Source: the Open Molecules 2025 dataset; level of theory: ωB97M-V with the def2-TZVPD basis set.

Results
**Energy relative to the best compared isomer or geometry (same formula, charge and spin)**: 5.8 kcal per mole
**Frontier orbital gap**: 8.53 eV
**E_tot**: -814.290321 Eh
**Maximum force**: 3.0 eV/Å
**Molecular weight**: 218.58 u
**Charge**: +2

Each line ends with the Löwdin charge.
CARTESIAN COORDINATES (ANGSTROEM)
Mg (-12.015, -4.762, -0.621)  1.11
C (-13.979, -3.187, 2.253)  -0.06
C (-14.090, -2.693, 0.834)  -0.39
C (-15.482, -2.046, 0.603)  -0.02
C (-13.944, -3.752, -0.219)  -0.27
C (-14.188, -5.119, 0.052)  -0.03
C (-13.975, -6.083, -0.979)  -0.01
C (-13.500, -5.633, -2.261)  -0.27
C (-13.251, -6.647, -3.408)  0.00
C (-13.668, -4.254, -2.602)  0.00
C (-13.757, -3.318, -1.600)  -0.01
H (-14.038, -2.380, 2.986)  0.10
H (-13.074, -3.785, 2.457)  0.08
H (-14.811, -3.847, 2.519)  0.09
H (-13.347, -1.876, 0.719)  0.15
H (-16.261, -2.808, 0.641)  0.10
H (-15.591, -1.664, -0.398)  0.08
H (-15.688, -1.257, 1.292)  0.09
H (-14.564, -5.516, 1.005)  0.15
H (-14.156, -7.129, -0.764)  0.15
H (-14.203, -7.101, -3.670)  0.11
H (-12.547, -7.409, -3.093)  0.09
H (-12.813, -6.124, -4.267)  0.10
H (-13.599, -3.927, -3.629)  0.15
H (-13.641, -2.234, -1.790)  0.17
N (-9.695, -2.773, 1.486)  0.22
C (-10.018, -2.581, 0.187)  -0.55
N (-9.171, -1.953, -0.661)  0.23
O (-11.212, -2.886, -0.164)  -0.08
H (-8.899, -2.283, 1.881)  0.15
H (-10.396, -3.035, 2.102)  0.09
H (-8.174, -1.837, -0.497)  0.15
H (-9.418, -1.975, -1.633)  0.13

Entry 3:
An isolated molecule of C15H21N3O2S. Source: the Open Molecules 2025 dataset; level of theory: ωB97M-V with the def2-TZVPD basis set.

Results
**Energy relative to the best compared isomer or geometry (same formula, charge and spin)**: 31.5 kcal per mole
**Frontier orbital gap**: 8.49 eV
**E_tot**: -1297.138642 Eh
**Maximum force**: 0.7 eV/Å
**SMILES**: CCCN1CNC(=S)N(c2ccc(C(=O)OCC)cc2)C1
**Molecular weight**: 307.42 u

Each line ends with the Löwdin charge.
CARTESIAN COORDINATES (ANGSTROEM)
C (-0.111, -0.427, 5.409)  -0.10
H (-1.059, -0.860, 5.099)  0.07
C (-0.249, 1.079, 5.590)  -0.24
C (-0.628, 1.767, 4.278)  -0.21
N (0.332, 1.491, 3.224)  -0.14
C (1.575, 2.204, 3.379)  -0.18
N (2.427, 1.926, 2.250)  0.02
C (2.058, 1.281, 1.122)  -0.82
N (0.724, 1.077, 0.949)  -0.04
C (0.191, 0.298, -0.090)  -0.23
C (-0.937, 0.748, -0.776)  -0.01
C (-1.491, -0.012, -1.785)  0.00
C (-0.927, -1.238, -2.126)  -0.12
C (0.198, -1.688, -1.437)  0.01
C (0.751, -0.933, -0.426)  -0.04
H (1.617, -1.290, 0.107)  0.09
H (0.621, -2.644, -1.705)  0.12
C (-1.485, -2.090, -3.202)  -0.45
O (-1.045, -3.172, -3.506)  0.11
O (-2.550, -1.529, -3.796)  -0.02
C (-3.146, -2.260, -4.866)  -0.22
C (-2.406, -2.035, -6.176)  -0.06
H (-1.392, -2.420, -6.099)  0.08
H (-2.920, -2.554, -6.980)  0.08
H (-2.364, -0.973, -6.407)  0.08
H (-4.173, -1.891, -4.924)  0.12
H (-3.146, -3.326, -4.611)  0.12
H (-2.357, 0.343, -2.320)  0.12
H (-1.369, 1.707, -0.531)  0.11
C (-0.174, 1.717, 1.889)  -0.14
H (-1.158, 1.252, 1.796)  0.14
H (-0.259, 2.799, 1.657)  0.15
S (3.219, 0.888, 0.014)  0.65
H (3.419, 2.076, 2.350)  0.12
H (2.071, 1.868, 4.295)  0.13
H (1.412, 3.304, 3.456)  0.13
H (-1.592, 1.373, 3.948)  0.12
H (-0.740, 2.853, 4.442)  0.12
H (0.684, 1.493, 5.975)  0.10
H (-1.030, 1.297, 6.321)  0.11
H (0.630, -0.644, 4.646)  0.07
H (0.194, -0.896, 6.341)  0.07

Entry 4:
An isolated molecule of C7H12N2O6 at a distorted geometry. Source: the Open Molecules 2025 dataset; level of theory: ωB97M-V with the def2-TZVPD basis set.

Results
**Energy relative to the best compared isomer or geometry (same formula, charge and spin)**: 17.6 kcal per mole
**Frontier orbital gap**: 10.55 eV
**E_tot**: -834.928571 Eh
**Maximum force**: 3.4 eV/Å
**SMILES**: N[C@@H](CO)C(=O)N[C@@H](CC(=O)O)C(=O)O
**Molecular weight**: 220.18 u

Each line ends with the Löwdin charge.
CARTESIAN COORDINATES (ANGSTROEM)
C (0.831, -0.649, 2.062)  -0.28
C (0.376, -0.559, 0.573)  -0.38
C (1.523, -2.051, 2.371)  -0.23
C (-1.096, 0.772, -0.994)  -0.20
C (-1.609, -0.292, -2.006)  -0.45
C (0.037, 1.545, -1.703)  -0.02
C (-0.473, 2.772, -2.477)  -0.56
H (0.197, -0.144, 3.930)  0.10
H (-0.763, -1.121, 3.118)  0.08
H (1.738, 0.001, 2.133)  0.17
H (0.787, -2.868, 2.351)  0.12
H (1.829, -2.060, 3.452)  0.13
H (2.532, -2.013, 0.741)  0.09
H (-1.104, 0.718, 1.124)  0.16
H (-2.021, 1.396, -0.819)  0.18
H (0.517, 0.827, -2.406)  0.14
H (0.848, 1.862, -0.955)  0.16
H (-1.963, 1.723, -3.019)  0.07
H (-0.035, -1.410, -1.631)  0.10
N (-0.215, -0.287, 2.990)  0.04
N (-0.667, 0.243, 0.296)  0.12
O (0.946, -1.262, -0.275)  0.03
O (2.755, -2.166, 1.695)  -0.07
O (-2.642, -0.016, -2.666)  0.06
O (0.132, 3.794, -2.548)  0.13
O (-1.590, 2.604, -3.141)  0.15
O (-0.869, -1.359, -2.197)  0.14

Entry 5:
An isolated molecule of C23H26ClFN2O3. Source: the Open Molecules 2025 dataset; level of theory: ωB97M-V with the def2-TZVPD basis set.

Results
**Energy relative to the best compared isomer or geometry (same formula, charge and spin)**: 2.4 kcal per mole
**Frontier orbital gap**: 8.84 eV
**E_tot**: -1787.297667 Eh
**Maximum force**: 0.7 eV/Å
**SMILES**: COc1ccc(C(=O)NC2CC2)cc1OC1CCN(Cc2ccc(F)cc2Cl)CC1
**Molecular weight**: 432.92 u

Each line ends with the Löwdin charge.
CARTESIAN COORDINATES (ANGSTROEM)
C (-2.963, -0.271, 1.877)  -0.08
H (-2.650, 0.061, 2.872)  0.10
O (-2.105, 0.213, 0.874)  -0.11
C (-1.963, 1.568, 0.716)  -0.19
C (-2.667, 2.494, 1.477)  -0.01
C (-2.520, 3.856, 1.288)  -0.04
C (-1.654, 4.329, 0.312)  -0.14
C (-0.954, 3.410, -0.457)  0.08
C (-1.072, 2.038, -0.272)  -0.17
O (-0.337, 1.289, -1.135)  0.01
C (0.079, -0.034, -0.826)  -0.33
C (0.857, -0.538, -2.039)  -0.10
C (1.409, -1.933, -1.761)  -0.20
N (2.275, -1.896, -0.599)  -0.15
C (1.544, -1.485, 0.582)  -0.19
C (1.005, -0.071, 0.390)  -0.10
H (0.469, 0.243, 1.287)  0.12
H (1.834, 0.617, 0.218)  0.13
H (2.230, -1.496, 1.433)  0.12
H (0.700, -2.163, 0.805)  0.13
C (3.086, -3.088, -0.421)  -0.16
C (2.302, -4.349, -0.133)  -0.23
C (1.882, -4.622, 1.166)  -0.04
C (1.095, -5.716, 1.470)  0.00
C (0.724, -6.565, 0.444)  -0.27
C (1.134, -6.351, -0.858)  -0.03
C (1.920, -5.243, -1.133)  -0.59
Cl (2.444, -5.032, -2.768)  0.73
H (0.847, -7.038, -1.638)  0.12
F (-0.045, -7.636, 0.716)  0.06
H (0.775, -5.918, 2.480)  0.12
H (2.192, -3.961, 1.961)  0.11
H (3.678, -3.218, -1.330)  0.10
H (3.770, -2.894, 0.410)  0.13
H (1.997, -2.264, -2.619)  0.10
H (0.568, -2.637, -1.624)  0.13
H (0.207, -0.558, -2.914)  0.12
H (1.679, 0.150, -2.235)  0.13
H (-0.790, -0.679, -0.653)  0.15
H (-0.292, 3.765, -1.231)  0.14
C (-1.455, 5.779, 0.022)  -0.45
O (-1.176, 6.198, -1.084)  0.07
N (-1.599, 6.594, 1.099)  0.10
C (-1.438, 8.007, 1.020)  -0.29
C (-0.771, 8.745, 2.140)  -0.10
C (-2.249, 8.896, 1.911)  -0.10
H (-2.619, 9.827, 1.510)  0.09
H (-2.920, 8.431, 2.618)  0.10
H (-0.123, 9.572, 1.897)  0.10
H (-0.449, 8.178, 3.001)  0.10
H (-1.248, 8.307, -0.002)  0.15
H (-1.759, 6.196, 2.010)  0.13
H (-3.119, 4.530, 1.883)  0.11
H (-3.363, 2.152, 2.227)  0.10
H (-2.889, -1.356, 1.821)  0.10
H (-4.001, 0.028, 1.700)  0.10

Entry 6:
An isolated molecule of C3H4O2S at a distorted geometry. Source: the Open Molecules 2025 dataset; level of theory: ωB97M-V with the def2-TZVPD basis set.

Results
**Energy relative to the best compared isomer or geometry (same formula, charge and spin)**: 39.7 kcal per mole
**Frontier orbital gap**: 8.41 eV
**E_tot**: -665.322441 Eh
**Maximum force**: 2.6 eV/Å
**SMILES**: O=C(C=S)CO
**Molecular weight**: 104.13 u

Each line ends with the Löwdin charge.
CARTESIAN COORDINATES (ANGSTROEM)
C (-0.409, 0.515, 0.735)  -0.22
C (0.580, -0.100, -0.273)  -0.42
C (-0.082, -1.277, -0.954)  -0.63
H (0.902, 1.825, 0.920)  0.06
H (-0.709, -0.285, 1.433)  0.14
H (-1.250, 0.807, 0.052)  0.13
H (0.264, -2.263, -0.641)  0.06
O (0.185, 1.542, 1.458)  -0.02
O (1.626, 0.450, -0.601)  0.10
S (-1.107, -1.213, -2.128)  0.80